# 1
Below is an isolated ion of composition C10H6F7N2O and charge +1, with properties calculated with ωB97M-V with the def2-TZVPD basis set.

```
26
Properties=species:S:1:pos:R:3:forces:R:3:nbo_charge:R:1
C -0.7588 -2.9919 0.3021 0.087 0.025 0.837 -0.075
C -1.3487 -1.9807 0.0732 0.015 0.672 -0.435 -0.133
C -1.9637 -0.6471 -0.1638 0.432 -2.444 -1.364 0.209
N -3.3094 -0.8689 -0.6875 0.233 0.084 0.816 -0.573
C -3.3292 -1.0862 -1.8948 0.000 1.715 -0.242 0.904
O -3.3245 -1.0139 -3.0431 -0.302 -0.978 -0.180 -0.404
C -1.0543 0.2388 -1.0436 0.481 0.881 1.513 -0.421
C -0.3853 1.1322 0.0592 -0.045 1.221 -0.695 -0.352
C 1.1274 1.3726 0.0044 -0.500 0.070 0.498 0.659
F 1.4186 1.6881 -1.2565 0.182 -0.268 -0.660 -0.293
F 1.3871 2.4526 0.7599 0.174 0.272 0.443 -0.304
C 1.9903 0.2099 0.5138 0.920 0.547 -0.513 0.544
F 1.8395 0.1483 1.8371 -0.508 -0.101 0.573 -0.295
F 1.5461 -0.9210 -0.0320 -0.375 -0.494 -0.149 -0.298
C 3.5344 0.3376 0.2035 0.133 -0.624 1.036 0.927
F 3.8849 -0.5891 -0.6588 0.012 -0.052 -0.941 -0.285
F 4.2092 0.0856 1.3173 0.071 -0.001 0.550 -0.295
F 3.8751 1.5367 -0.1989 -0.054 0.611 -0.584 -0.285
C -1.0657 0.8702 1.3664 0.372 -0.784 -1.119 0.314
N -1.9221 -0.0524 1.1806 -1.393 0.429 0.393 -0.388
H -0.2247 -3.7750 0.7849 0.059 -0.419 -0.428 0.262
H -1.5383 0.9738 -1.6828 -0.708 -0.517 -0.065 0.260
H -0.3834 -0.3288 -1.6789 0.178 -0.171 0.331 0.283
H -0.7567 2.1389 -0.1924 0.296 0.150 0.253 0.296
H -0.9415 1.3606 2.3234 0.178 0.017 -0.014 0.276
H -2.5657 -0.4316 1.8725 0.062 0.155 0.144 0.467
```
Forces are in eV/Å.

Properties
Multiplicity: 1
Net charge: +1
LUMO, eV: -5.21
Gap between HOMO and LUMO, eV: 9.287
SMILES: C#C[C@]1(N=C=O)C[C@H](C(F)(F)C(F)(F)C(F)(F)F)C=[NH+]1

=====

# 2
Below is C41H54ClKN6O11P2S as an isolated structure, with properties calculated with ωB97M-V with the def2-TZVPD basis set.

```
117
Properties=species:S:1:pos:R:3:forces:R:3:lowdin_charge:R:1
K 0.0331 -0.0993 0.7803 0.005 0.173 -0.778 0.606
N 0.8974 -3.7560 4.5434 -0.004 0.801 -0.316 0.007
C 0.4166 -2.7121 3.7182 0.324 0.321 0.354 -0.917
S 1.4395 -1.3518 3.5489 -0.011 -0.119 -0.107 0.525
N -0.8169 -2.8633 3.3042 0.136 -0.710 -0.159 -0.043
N -1.2296 -2.1422 2.2310 -1.136 0.430 0.306 0.027
C -2.5184 -1.9310 2.1805 0.855 0.095 -0.047 -0.209
C -3.4308 -2.2663 3.3032 0.213 0.093 -0.233 -0.203
C -3.2677 -1.6326 4.5296 -0.335 -0.208 0.212 -0.011
C -4.1013 -1.9804 5.5930 0.162 -0.358 -0.462 -0.073
C -5.0692 -2.9667 5.3993 -0.111 0.246 -0.023 -0.112
C -5.2902 -3.5241 4.1383 -0.199 -0.066 0.526 -0.101
C -4.4627 -3.1732 3.0909 0.178 -0.059 0.000 -0.048
C -3.1458 -1.3189 0.9770 0.603 0.371 0.129 -0.231
C -4.4210 -0.7641 1.0545 -0.664 -0.262 0.078 -0.036
C -5.0210 -0.3184 -0.1071 -0.473 0.448 -0.353 -0.086
C -4.3072 -0.3474 -1.2871 0.169 0.143 -0.480 -0.072
C -2.9946 -0.7950 -1.2608 -0.007 -0.109 0.732 -0.126
N -2.4229 -1.2588 -0.1516 -0.181 -0.406 -0.027 0.094
H 1.9136 -3.7822 4.5558 -0.444 0.049 -0.012 0.042
H 0.4526 -4.6155 4.2979 -0.145 -0.607 -0.039 0.048
H -2.4861 -0.8872 4.6193 -0.001 -0.023 0.148 0.117
H -3.9738 -1.5229 6.5654 0.003 0.020 0.009 0.093
H -5.6755 -3.2914 6.2362 -0.101 0.081 0.006 0.085
H -6.1207 -4.2191 4.0070 0.290 0.047 -0.039 0.093
H -4.5663 -3.6075 2.1008 -0.124 0.012 0.114 0.120
H -4.9678 -0.6973 1.9899 0.215 -0.102 -0.062 0.118
H -6.0368 0.1044 -0.1406 0.498 -0.228 0.380 0.109
H -4.7221 0.0452 -2.2101 -0.017 -0.118 0.077 0.096
H -2.3593 -0.8068 -2.1231 0.232 0.214 -0.409 0.086
C 1.4141 -3.7063 -5.5052 0.014 0.040 0.013 -0.058
C 0.9357 -2.9248 -4.3015 0.344 -0.350 0.144 -0.458
C 0.8405 -3.8300 -3.0911 -0.078 0.045 0.508 -0.046
O 1.8961 -1.8716 -4.0707 -0.455 -0.003 0.272 -0.209
P 1.3545 -0.6152 -3.1954 1.657 1.286 -0.845 0.528
O 0.0516 -0.8461 -2.6031 -0.710 -0.253 0.265 -0.224
C 2.8063 -0.3120 -2.1294 -0.167 -1.528 -0.397 -0.203
P 3.2142 -1.5165 -0.8093 -0.211 -0.334 -0.317 0.524
O 2.1329 -1.9957 0.0817 0.808 0.579 -0.795 -0.287
O 3.9135 -2.6969 -1.6679 -0.458 0.614 0.246 -0.191
C 5.1818 -3.3390 -1.6421 0.460 -0.151 -0.201 -0.453
C 6.3029 -2.5633 -2.3318 -0.432 0.809 0.093 -0.051
C 5.6591 -3.7454 -0.2665 -0.404 -0.170 0.304 -0.053
O 4.5093 -0.8417 -0.1769 -0.171 -0.108 0.562 -0.215
C 4.5065 0.2039 0.8616 -0.114 0.089 -0.428 -0.391
C 3.1440 0.7811 1.1760 -0.163 0.487 0.102 -0.085
C 5.4708 1.2413 0.3203 0.059 0.335 0.092 -0.047
O 1.3499 0.5774 -4.2899 -0.314 -0.862 0.561 -0.179
C 2.3554 1.1795 -5.0874 0.482 0.076 -0.624 -0.438
C 3.1704 2.2554 -4.3662 -0.747 -0.080 0.407 -0.046
C 3.2602 0.1642 -5.7857 0.665 -0.104 0.228 -0.062
H 0.7051 -4.4982 -5.7028 -0.233 -0.316 -0.094 0.072
H 2.3949 -4.1690 -5.3505 -0.075 0.227 0.074 0.085
H 1.4337 -3.0644 -6.3745 0.200 0.174 -0.331 0.068
H -0.0402 -2.4819 -4.5262 0.100 -0.008 0.110 0.138
H 1.8029 -4.2843 -2.8534 0.151 0.023 -0.175 0.079
H 0.1351 -4.6252 -3.3025 -0.215 -0.258 -0.041 0.077
H 0.5052 -3.3256 -2.1806 -0.028 0.157 -0.260 0.081
H 2.6978 0.6985 -1.7804 0.070 0.424 0.334 0.032
H 3.6905 -0.4449 -2.7659 -0.132 0.391 -0.062 0.067
H 4.9855 -4.2232 -2.2476 0.093 -0.249 0.051 0.135
H 6.5138 -1.6254 -1.7810 -0.153 -0.401 -0.295 0.081
H 6.0396 -2.3202 -3.3705 0.132 -0.058 0.238 0.079
H 7.2050 -3.1736 -2.3000 0.030 -0.023 -0.174 0.073
H 5.9076 -2.8700 0.3180 0.146 0.218 0.137 0.073
H 6.5292 -4.3926 -0.3383 0.184 -0.004 -0.127 0.077
H 4.9030 -4.2944 0.2804 -0.313 -0.099 0.075 0.086
H 4.8960 -0.2631 1.7603 0.131 -0.215 0.099 0.138
H 2.6207 1.2255 0.3213 0.171 -0.119 -0.106 0.072
H 3.3029 1.6434 1.8368 -0.155 -0.275 0.079 0.103
H 2.4875 0.0594 1.6729 0.355 0.130 0.009 -0.031
H 5.0301 1.6703 -0.5792 -0.016 0.143 -0.057 0.081
H 6.4238 0.7879 0.0322 -0.041 0.012 0.164 0.072
H 5.6457 2.0610 1.0382 -0.079 -0.397 -0.214 0.090
H 1.7735 1.6796 -5.8716 0.042 0.005 0.100 0.138
H 3.7985 1.8404 -3.5871 0.307 -0.202 0.010 0.063
H 2.4978 2.9353 -3.8499 -0.174 0.077 0.003 0.065
H 3.7693 2.8320 -5.0652 0.148 -0.098 -0.220 0.074
H 3.9538 -0.3216 -5.0838 -0.200 0.145 0.021 0.070
H 3.9016 0.6661 -6.5270 -0.338 -0.029 0.107 0.080
H 2.7106 -0.6464 -6.2537 -0.200 0.070 -0.164 0.064
O 1.1282 1.8404 -1.9418 0.247 -0.220 0.258 -0.221
N 0.4356 2.8514 -2.2552 0.598 -0.034 0.085 -0.027
N -0.6970 2.9162 -1.6880 -0.126 -0.557 0.513 -0.282
O -1.2631 2.0678 -0.8803 0.462 -0.352 0.049 -0.135
C -1.4066 4.1127 -1.8677 -0.570 0.022 -0.153 -0.203
C -1.8472 4.4680 -3.1264 -0.317 0.071 0.289 -0.028
C -2.8024 5.4711 -3.2122 -0.020 0.251 0.294 -0.113
C -3.2700 6.1038 -2.0566 0.012 -0.109 -0.531 -0.115
C -2.7644 5.7314 -0.8130 -0.374 0.537 0.190 -0.084
C -1.8283 4.7376 -0.7055 0.058 -0.133 -0.669 0.009
H -1.5373 3.8736 -3.9751 0.053 0.120 -0.056 0.107
H -3.2107 5.7133 -4.1796 -0.143 0.190 -0.167 0.082
H -4.0563 6.8525 -2.1446 0.178 -0.096 0.102 0.086
H -3.1311 6.1894 0.0956 -0.065 0.141 -0.002 0.102
H -1.4375 4.3643 0.2164 0.097 -0.015 0.624 0.107
C -3.3075 2.0500 6.0691 0.372 0.210 0.188 -0.041
C -3.6008 2.1068 4.6039 -0.317 -0.285 -0.026 -0.213
C -4.8948 2.2560 4.1378 -0.352 0.219 -0.155 -0.085
C -5.1509 2.3746 2.7726 0.609 0.129 0.323 -0.670
Cl -6.7864 2.7303 2.2490 0.003 -0.158 -0.124 0.582
C -4.0957 2.3199 1.8658 -0.673 0.066 -0.119 -0.107
C -2.8029 2.1486 2.3169 0.283 -0.299 0.384 0.021
C -2.5468 2.0383 3.6935 -0.088 0.155 -0.524 -0.246
O -1.3519 1.8736 4.2705 0.606 0.002 -0.299 -0.037
C -0.1575 1.9698 3.4617 -0.242 0.177 0.695 -0.106
C -0.0394 3.2471 2.6099 0.192 0.713 -0.413 -0.698
O -0.7225 4.2240 3.0198 0.762 -0.629 -0.676 -0.043
O 0.7573 3.1404 1.6231 -0.915 0.085 1.203 -0.066
H -4.2229 2.2036 6.6338 -0.089 -0.007 0.160 0.066
H -2.5856 2.8391 6.3210 -0.177 -0.120 0.022 0.090
H -2.8359 1.1134 6.3914 -0.132 0.042 -0.197 0.075
H -5.7041 2.3451 4.8639 0.092 -0.068 -0.249 0.102
H -4.2657 2.4029 0.7935 -0.018 0.050 0.238 0.113
H -2.0251 2.1105 1.5634 0.144 0.083 0.069 0.100
H -0.0440 1.0675 2.8863 -0.067 -0.252 -0.091 0.013
H 0.6363 1.9529 4.2150 0.016 0.039 -0.247 0.130
```
Forces are in eV/Å.

Properties
Multiplicity: 1
Relative energy (zero: lowest compared OMol25 entry of this formula, charge and spin), kcal/mol: 0.00
Net charge: -2
LUMO, eV: 3.69
Gap between HOMO and LUMO, eV: 5.812

=====

# 3
Below is C11H23NO6S2 as an isolated structure, with properties calculated with ωB97M-V with the def2-TZVPD basis set.

```
43
Properties=species:S:1:pos:R:3:forces:R:3:nbo_charge:R:1
O 2.6738 -0.3926 -1.1324 -3.602 -0.896 -2.772 -0.837
S 1.8199 -0.8004 -2.2889 3.976 0.317 1.254 2.380
O 2.5797 -0.7472 -3.5743 -3.027 -0.666 2.773 -0.865
O 1.1449 -2.2966 -1.8885 0.092 3.113 -2.018 -0.628
C 0.0836 -2.3959 -2.9157 0.568 -1.443 -0.824 -0.158
C -0.3224 -0.9403 -3.4538 0.918 -0.515 -1.486 0.172
N -1.7800 -0.7413 -3.7047 -0.066 0.726 6.060 -0.483
C -2.3443 -0.7186 -2.5329 -2.111 -2.400 -1.679 0.250
S -3.3548 -1.1784 -1.3048 2.796 1.678 -2.701 0.133
O 0.3173 -0.0465 -2.4797 1.457 -1.029 -0.214 -0.644
H 0.6025 -2.9136 -3.7927 -1.193 0.342 1.150 0.220
H -0.7075 -3.0291 -2.4116 0.651 1.022 -0.934 0.237
H 0.1627 -0.7383 -4.4634 -0.470 -0.409 1.437 0.225
C -1.1474 -2.1483 2.1838 0.021 -0.111 -0.018 -0.645
C -2.5552 -1.6558 2.4756 0.131 -0.070 0.007 -0.066
O -3.5656 -2.6038 2.1550 -0.152 0.077 -0.195 -0.544
C -3.5042 -3.8465 2.8414 0.024 0.004 0.068 -0.063
C -3.6078 -3.7123 4.3507 0.004 0.119 0.082 -0.645
H -1.0496 -2.4226 1.1291 0.001 0.074 0.066 0.207
H -0.4167 -1.3694 2.4140 -0.063 -0.032 -0.049 0.223
H -0.8925 -3.0291 2.7753 0.033 0.061 0.051 0.204
H -2.7516 -0.7727 1.8634 -0.179 -0.131 -0.017 0.188
H -2.6522 -1.3365 3.5178 0.057 -0.035 0.039 0.163
H -2.5981 -4.3911 2.5555 0.046 0.008 0.075 0.160
H -4.3478 -4.4404 2.4805 0.033 0.195 -0.112 0.187
H -2.7835 -3.1310 4.7677 0.030 -0.099 0.001 0.204
H -3.5946 -4.6982 4.8209 -0.012 0.049 -0.047 0.216
H -4.5368 -3.2062 4.6257 0.040 -0.068 -0.035 0.213
C 1.7420 5.5603 -1.0609 -0.070 -0.058 -0.099 -0.644
C 2.3944 4.9983 0.1914 -0.037 -0.031 -0.081 -0.063
O 2.0306 3.6540 0.4668 -0.111 0.011 0.173 -0.539
C 2.3580 2.6956 -0.5315 0.083 0.014 0.002 -0.069
C 3.8452 2.6118 -0.8273 0.115 0.108 -0.018 -0.646
H 0.6525 5.5008 -0.9833 0.094 0.038 0.027 0.211
H 2.0282 6.6054 -1.2025 -0.029 -0.059 0.039 0.213
H 2.0364 5.0103 -1.9561 0.065 0.060 0.002 0.204
H 2.0711 5.5886 1.0517 -0.027 -0.206 0.051 0.185
H 3.4837 5.0937 0.1434 0.028 0.017 -0.089 0.159
H 1.7844 2.8943 -1.4440 0.060 0.028 -0.077 0.153
H 2.0195 1.7270 -0.1594 -0.045 0.236 0.151 0.200
H 4.2401 3.5547 -1.2110 -0.031 -0.034 -0.070 0.197
H 4.0405 1.8381 -1.5724 -0.035 0.030 0.086 0.225
H 4.4017 2.3700 0.0821 -0.064 -0.037 -0.058 0.212
```
Forces are in eV/Å.

Properties
Multiplicity: 1
Net charge: 0
LUMO, eV: -0.98
Gap between HOMO and LUMO, eV: 8.442

=====

# 4
Below is one molecule with the formula C20H29N3O, with properties calculated with ωB97M-V with the def2-TZVPD basis set.

```
53
Properties=species:S:1:pos:R:3:forces:R:3:nbo_charge:R:1
C -1.1675 -2.8670 -1.4081 0.167 0.144 0.268 -0.604
C 0.1636 -2.4422 -0.7923 0.059 -0.011 -0.332 -0.225
C 1.2381 -3.4947 -1.0466 -0.164 0.182 0.260 -0.609
C 0.5926 -1.0892 -1.3718 -0.212 -0.158 0.254 -0.203
N 1.8108 -0.5803 -0.7652 -0.003 0.093 -0.149 -0.476
C 2.5159 0.3785 -1.5943 -0.072 0.223 -0.055 -0.221
C 1.8237 1.7451 -1.6228 0.233 0.080 -0.196 -0.237
N 1.6655 2.2749 -0.2747 -0.168 0.013 -0.045 -0.451
C 0.4411 3.0195 -0.0411 0.155 -0.004 0.033 -0.226
C -0.8218 2.1905 -0.0755 0.004 -0.027 0.291 -0.034
C -1.5391 2.0421 -1.2814 -0.250 -0.109 -0.051 -0.204
C -2.6001 1.1855 -1.3788 0.144 0.140 -0.055 -0.193
C -3.0102 0.4307 -0.2611 0.429 0.230 0.436 0.122
N -4.0359 -0.4339 -0.3967 -0.391 -0.181 -0.357 -0.406
C -4.4123 -1.1214 0.6434 -0.084 -0.066 -0.057 0.056
C -3.8152 -1.0182 1.9138 0.277 0.170 0.185 -0.263
C -2.7721 -0.1490 2.0776 -0.192 -0.179 -0.013 -0.164
C -2.3290 0.6104 0.9744 -0.211 -0.097 -0.335 -0.025
C -1.2428 1.5028 1.0360 0.016 0.273 -0.211 -0.211
C 2.1038 1.3658 0.7631 0.142 -0.132 -0.082 -0.242
C 1.6330 -0.0955 0.6028 0.082 -0.136 0.533 -0.064
C 2.3706 -1.0125 1.6015 0.189 0.212 -0.369 -0.431
C 3.8375 -1.2714 1.2516 -0.357 -0.468 0.175 -0.070
O 4.6970 -0.1813 1.4971 0.338 0.443 0.183 -0.723
H -1.9437 -2.1319 -1.2058 -0.134 0.056 -0.015 0.214
H -1.0696 -2.9715 -2.4866 -0.005 -0.036 -0.171 0.199
H -1.4861 -3.8230 -0.9989 -0.079 -0.116 -0.006 0.208
H 0.0211 -2.3332 0.2879 -0.005 0.050 0.034 0.190
H 1.3329 -3.6828 -2.1138 0.038 -0.045 -0.173 0.199
H 2.1959 -3.1453 -0.6721 0.162 -0.043 0.006 0.217
H 0.9843 -4.4305 -0.5537 0.007 -0.144 0.018 0.204
H -0.2512 -0.3865 -1.2696 0.054 0.001 -0.065 0.180
H 0.7854 -1.2243 -2.4394 -0.048 -0.003 -0.071 0.192
H 3.5319 0.4856 -1.2090 0.068 0.028 -0.110 0.202
H 2.5817 -0.0188 -2.6095 0.074 0.040 0.041 0.207
H 0.8520 1.6236 -2.1171 0.055 -0.013 -0.015 0.180
H 2.4176 2.4562 -2.2138 -0.093 -0.107 -0.141 0.190
H 0.5395 3.5057 0.9342 -0.064 0.056 -0.075 0.203
H 0.3927 3.7998 -0.8074 -0.080 0.045 0.096 0.201
H -1.2422 2.6279 -2.1404 0.035 0.034 -0.083 0.215
H -3.1436 1.0602 -2.3023 -0.075 -0.021 -0.090 0.229
H -5.2361 -1.8058 0.4829 -0.071 -0.081 0.063 0.191
H -4.1808 -1.6203 2.7314 -0.024 -0.042 0.062 0.221
H -2.2758 -0.0370 3.0324 0.017 -0.004 0.073 0.214
H -0.7361 1.6327 1.9833 0.107 0.015 0.090 0.208
H 1.7578 1.7492 1.7253 0.062 -0.027 0.054 0.199
H 3.1976 1.3848 0.7718 -0.167 -0.062 0.200 0.222
H 0.5639 -0.1398 0.8515 0.167 -0.010 -0.087 0.200
H 1.8658 -1.9787 1.6238 -0.062 -0.059 0.063 0.214
H 2.3035 -0.5736 2.6015 -0.011 -0.077 0.156 0.191
H 3.9223 -1.4814 0.1843 -0.033 -0.091 0.065 0.195
H 4.1879 -2.1521 1.8107 -0.053 0.046 -0.151 0.159
H 4.6510 0.0429 2.4334 0.029 -0.024 -0.084 0.461
```
Forces are in eV/Å.

Properties
Multiplicity: 1
Relative energy (zero: lowest compared OMol25 entry of this formula, charge and spin), kcal/mol: 45.30
Net charge: 0
LUMO, eV: 0.16
Gap between HOMO and LUMO, eV: 7.985
SMILES: CC(C)CN1CCN(Cc2ccc3ncccc3c2)C[C@@H]1CCO